A cluster of 8 separate species, C25H68N2O9 in total at a distorted geometry, computed with wB97M-V/def2-TZVPD.

Output
relative energy (zero: lowest compared OMol25 entry of this formula, charge and spin) = 157.9 kcal per mole
calculated total energy = -1779.77705 a.u.
SMILES = COC[C@H](C)N.COC[C@H](C)N.CC(C)O.CC(C)O.CC(C)O.CC(C)O.CC(C)O.OCCO
lowest unoccupied orbital energy = 0.0163 Eh
gap between HOMO and LUMO = 9.617 eV
highest occupied orbital energy = -0.33706 hartree

Last column: Löwdin charge in e.
CARTESIAN COORDINATES (ANGSTROEM)
H (3.512033, -3.725048, -2.222830)  0.080
H (4.116763, 2.613852, 4.951220)  0.078
C (0.800863, -5.452438, 3.906020)  -0.050
O (-1.942347, 2.607392, 5.563390)  -0.092
H (1.598893, 0.146292, -4.571710)  0.065
H (0.064863, -6.210848, 1.678820)  0.086
C (1.482563, -3.981998, -2.389120)  -0.371
C (1.637473, 0.898622, -3.783920)  -0.037
H (-2.593137, -0.635998, 0.497470)  0.063
H (-1.501907, 3.920692, -0.565590)  0.048
O (0.754753, -5.560948, 1.526250)  -0.083
H (-1.378387, 3.695692, 3.103060)  0.118
H (-2.055937, -5.962558, -3.413470)  0.079
H (0.671263, -6.534048, 3.868160)  0.084
H (6.731883, 1.005082, 2.653720)  0.082
C (0.458763, -4.805738, -1.581910)  -0.199
C (-0.111637, 0.361492, 1.820680)  -0.025
C (-1.789547, 5.281972, -2.905130)  -0.047
C (0.668993, 1.264702, 0.802810)  -0.481
C (-5.210037, 0.662312, -4.206440)  -0.099
O (-0.774837, -4.823208, -2.324150)  -0.202
H (-3.150607, -2.470168, -0.473770)  0.072
H (1.861583, 0.224182, -0.534070)  0.069
C (-1.292017, -6.139328, -2.656320)  -0.091
H (-3.618207, 0.404172, -0.103520)  0.089
C (0.184083, 1.417502, -3.389250)  -0.500
C (4.856173, 1.049172, 3.686400)  -0.508
H (3.039983, -5.154908, -1.370810)  0.082
H (-0.963407, 0.651332, -5.148210)  0.071
C (-3.274317, 0.203352, -2.797240)  -0.149
N (1.187233, -2.486428, -2.208010)  0.048
H (0.070973, 3.297642, 5.885170)  0.112
H (2.186723, 1.733302, -4.219520)  0.072
O (-3.397077, 6.531602, -1.509630)  -0.079
H (-1.679427, 2.066582, -4.405730)  0.060
H (-2.429877, 3.420402, 5.714810)  0.066
H (0.845323, 2.237672, 1.261430)  0.123
H (2.691063, 1.666002, 0.172640)  0.093
H (-2.672617, 7.132922, -1.322060)  0.081
O (0.394963, 2.651702, -2.851020)  -0.051
H (-1.808927, 5.480112, 0.168980)  0.069
H (5.670153, 2.986892, 4.251300)  0.082
H (4.343143, 1.443632, 2.809300)  0.132
H (-2.840167, -0.210588, -3.707340)  0.105
H (1.853073, -5.354658, 4.173230)  0.084
C (6.165253, 0.383932, 3.347410)  -0.063
H (2.401683, 0.074692, 0.986850)  0.081
H (1.672193, -4.148558, -3.449490)  0.145
H (-4.987877, 1.718952, -4.355620)  0.079
C (-0.752157, 3.951622, 3.957710)  -0.251
C (-3.439077, -1.867868, -1.335230)  -0.081
C (-0.595347, 2.916692, 5.111220)  -0.192
H (5.606263, 1.833202, 5.562020)  0.080
H (-0.877837, 0.971092, -0.353230)  0.023
N (-2.676247, 0.061682, -0.228090)  0.039
C (2.725833, -4.134058, -1.588250)  -0.104
C (5.075933, 2.176652, 4.673820)  -0.069
C (-2.255217, 4.699532, -0.447150)  -0.051
H (-4.724947, 0.230022, -5.081610)  0.081
H (-0.182557, -0.550118, 1.227350)  0.063
C (0.529863, -4.722458, 2.640820)  -0.494
H (-0.988957, 5.971342, -2.636920)  0.077
H (5.972843, -0.604028, 2.929090)  0.082
H (-0.183907, 1.933202, 4.884150)  0.106
O (4.010283, 0.092912, 4.307380)  -0.063
H (0.822183, -2.395138, -1.270720)  0.042
H (-3.072187, 4.295322, 0.150580)  0.063
C (1.985993, 0.853312, 0.347290)  -0.053
H (0.454743, 2.499072, -1.905120)  0.061
H (-1.623507, -0.813738, -1.950800)  0.106
H (-3.714737, 4.548352, -2.167260)  0.127
H (6.791353, 0.305402, 4.236190)  0.078
O (-1.036107, 5.290112, 4.351130)  -0.052
H (-0.133267, 2.058332, -5.388520)  0.082
H (0.870273, -5.773918, -1.296620)  0.116
C (1.453113, -3.568758, 2.233910)  -0.050
H (0.242733, -4.994748, 4.722780)  0.085
H (-2.943317, 1.241732, -2.814860)  0.104
H (-3.383107, -2.512768, -2.212190)  0.080
H (2.705693, -3.581738, -0.648760)  0.071
H (-1.988567, 5.376282, 4.267490)  0.080
H (2.214693, 0.552742, -2.926440)  0.053
H (1.512053, -2.931598, 3.116320)  0.074
H (-2.316337, 5.641462, -3.789080)  0.069
H (-1.823057, -6.484808, -1.769330)  0.078
H (0.341373, 0.184232, 2.796110)  0.074
H (-0.635837, -6.916938, -3.047280)  0.083
H (0.246593, 3.863382, 3.530150)  0.102
C (-0.730307, 1.573612, -4.616060)  -0.054
H (2.510053, -3.751608, 2.040170)  0.087
H (-6.284317, 0.478072, -4.214940)  0.090
C (-2.935917, 5.212422, -1.792370)  -0.413
O (-4.720167, 0.116132, -2.973880)  -0.203
H (-1.061627, 0.864742, 2.000560)  0.073
H (-1.432697, 4.256182, -2.997340)  0.042
O (-0.238567, 1.676222, -0.227790)  -0.083
H (0.261713, -4.281698, -0.646680)  0.101
H (-0.227497, 0.701562, -2.677820)  0.099
H (-4.494587, -1.680928, -1.137580)  0.080
H (0.437463, -2.273488, -2.850350)  0.053
H (1.068183, -2.942108, 1.429390)  0.056
H (-0.524897, -4.483938, 2.504060)  0.137
H (4.330833, -0.135978, 5.182850)  0.085
C (-2.623657, -0.600618, -1.573470)  -0.341

Force components x, y, z for each atom (eV/Å):
H 0.4 0.3 0.4
H 0.0 -0.1 0.2
C 1.0 0.4 1.3
O 0.7 -0.3 0.5
H 0.0 -0.4 0.2
H 0.1 -0.8 -0.8
C -0.5 1.6 2.7
C -1.1 0.2 -0.5
H 0.3 -0.3 -0.1
H -0.1 -0.1 -0.3
O -0.4 -1.8 -0.5
H -0.5 -0.6 0.5
H 0.0 0.0 -0.1
H -0.6 0.1 -0.2
H 0.1 -0.1 -0.2
C -0.7 0.6 -1.9
C 0.8 0.8 -1.4
C -2.2 -0.4 1.0
C -1.8 2.6 2.4
C 0.7 -0.2 0.4
O 0.3 -1.7 -0.3
H 0.7 0.1 0.0
H 0.1 0.3 -0.7
C -0.9 1.4 0.5
H -0.1 0.4 -0.1
C 1.5 -1.9 -2.0
C 0.5 0.0 1.3
H -0.3 -0.2 0.0
H -0.1 -0.5 0.5
C -0.3 -0.3 0.0
N 0.1 -1.4 -1.2
H -0.3 0.5 0.2
H -0.2 0.2 0.1
O -1.6 -0.2 -0.5
H 0.3 0.3 0.0
H 0.2 0.2 0.1
H -0.1 0.1 0.7
H -0.1 -0.2 -0.1
H 0.3 -0.4 -0.1
O -0.4 1.7 1.1
H 0.0 0.4 -0.4
H 0.1 0.0 -0.1
H -0.1 -0.3 -0.1
H 0.2 -0.4 0.0
H 0.2 0.1 0.0
C 0.3 0.2 -0.5
H 0.4 0.4 0.7
H -0.6 -0.5 0.1
H -0.2 0.4 0.6
C 2.2 -1.1 -0.2
C -0.1 -1.1 -1.1
C -2.6 0.6 -0.4
H -0.1 -0.1 0.1
H -0.9 -0.2 -0.1
N 0.7 1.0 -1.1
C 2.3 -0.2 -0.5
C -0.1 0.8 -0.3
C -1.3 -0.6 -0.6
H 0.0 -0.7 0.0
H -0.6 -0.5 0.6
C 0.9 0.5 -2.6
H 0.0 -0.1 0.1
H 0.2 0.1 -0.1
H 0.0 0.2 -0.8
O -1.0 -0.4 -0.5
H -0.2 0.2 0.2
H 0.1 -0.2 0.3
C 1.1 -2.4 -1.0
H -0.1 0.3 0.6
H 0.2 0.0 0.6
H -0.3 0.4 0.4
H -0.1 -0.2 0.1
O 0.0 -0.7 0.3
H -0.3 0.8 0.1
H -0.4 -0.3 -0.4
C -0.4 1.5 2.2
H -0.1 -0.3 0.1
H -0.1 0.3 0.4
H -0.2 -0.3 0.0
H -0.1 0.0 -0.1
H 0.0 0.3 0.0
H -0.2 -0.2 0.0
H 0.0 0.6 0.0
H 0.4 -0.1 -0.3
H 0.1 -0.5 0.1
H 0.5 0.0 -0.3
H 0.7 0.4 0.2
H 0.4 1.0 -0.3
C 0.8 -0.6 -0.4
H -0.2 -1.0 -0.2
H 0.2 0.1 -0.1
C 4.4 1.1 0.9
O 0.9 0.2 0.5
H -0.2 -0.4 -0.2
H 0.3 0.2 -0.4
O 0.9 -0.3 -0.3
H 0.2 0.0 0.1
H -0.2 0.1 0.2
H 0.0 0.5 -0.3
H -0.3 0.3 0.0
H -0.2 -0.3 -0.1
H -0.1 0.9 0.8
H 0.2 0.2 0.0
C -2.9 -0.2 0.3